Record 1
{
  "formula": "C19H39N2O15P3",
  "method": "ωB97M-V/def2-TZVPD",
  "species": ["N", "C", "O", "O", "C", "C", "C", "O", "N", "C", "C", "C", "C", "C", "C", "H", "H", "H", "H", "H", "H", "H", "H", "H", "H", "H", "H", "C", "O", "P", "O", "O", "C", "O", "C", "H", "H", "H", "H", "H", "H", "H", "H", "H", "C", "O", "P", "O", "O", "C", "O", "C", "H", "H", "H", "H", "H", "H", "H", "H", "H", "C", "O", "P", "O", "O", "C", "O", "C", "H", "H", "H", "H", "H", "H", "H", "H", "H"],
  "coordinates": [[5.371, -0.808, 1.824], [4.564, -0.188, 0.664], [4.665, -0.811, -0.513], [3.728, 0.983, 0.971], [3.508, 1.840, -0.204], [1.987, 1.669, -0.871], [1.650, 0.134, -1.342], [1.860, -0.243, -2.631], [1.096, -0.968, -0.432], [-0.039, -0.309, 0.341], [0.195, 0.038, 1.939], [-1.020, 0.769, 2.780], [-2.400, 1.134, 1.934], [-2.640, 0.809, 0.338], [-1.429, 0.054, -0.485], [6.299, -1.017, 1.391], [4.875, -1.730, 2.021], [4.298, 1.726, -1.060], [3.536, 2.966, 0.191], [1.224, 2.138, -0.118], [1.935, 2.343, -1.854], [1.838, -1.324, 0.211], [1.248, -0.258, 2.385], [-0.880, 1.030, 3.936], [-3.276, 1.664, 2.509], [-3.614, 1.094, -0.273], [-1.447, -0.233, -1.623], [2.455, -1.318, 5.703], [1.603, -2.387, 6.091], [0.421, -2.120, 7.326], [0.181, -0.709, 6.767], [1.612, -2.050, 8.467], [2.420, -3.204, 8.620], [-0.761, -1.853, 8.561], [-1.615, -0.724, 8.531], [3.329, -1.749, 5.202], [1.943, -0.667, 4.994], [2.802, -0.749, 6.569], [3.401, -3.009, 8.177], [1.974, -4.082, 8.133], [2.545, -3.414, 9.686], [-2.145, -0.661, 7.576], [-1.046, 0.188, 8.730], [-2.358, -0.839, 9.324], [-7.134, -0.454, -1.870], [-7.179, 0.616, -2.803], [-7.586, 2.204, -2.250], [-6.789, 1.941, -0.963], [-9.152, 1.734, -2.018], [-9.858, 1.274, -3.157], [-7.993, 3.792, -1.696], [-7.372, 4.355, -0.557], [-7.215, -1.393, -2.429], [-6.178, -0.454, -1.344], [-7.964, -0.403, -1.161], [-9.955, 0.185, -3.095], [-9.342, 1.537, -4.090], [-10.856, 1.721, -3.163], [-6.282, 4.331, -0.654], [-7.700, 3.841, 0.350], [-7.682, 5.402, -0.483], [2.595, -0.657, -7.246], [3.557, 0.290, -6.803], [5.208, -0.198, -6.635], [5.063, -1.065, -7.895], [4.818, -1.104, -5.311], [4.259, -0.415, -4.207], [6.860, -0.686, -6.467], [7.525, -1.398, -7.493], [1.603, -0.292, -6.956], [2.622, -0.741, -8.332], [2.751, -1.634, -6.779], [3.187, -0.633, -4.160], [4.401, 0.671, -4.288], [4.735, -0.768, -3.287], [7.454, -0.866, -8.446], [7.123, -2.412, -7.574], [8.582, -1.473, -7.224]],
  "forces_ev_per_a": [[-2.00, 0.63, -1.62], [0.49, -2.97, -3.98], [-1.16, 4.68, 6.49], [2.86, -2.82, -1.97], [-1.25, 1.54, -1.45], [0.14, 0.31, -0.22], [1.24, -2.37, -6.04], [-1.46, 2.85, 8.31], [-0.90, 3.55, 0.44], [-2.30, 1.32, 2.10], [-3.72, 0.98, -2.14], [-0.07, -1.13, -4.53], [2.18, -1.34, -1.54], [4.27, -1.33, 1.50], [1.01, 0.93, 4.40], [-1.23, -0.03, 0.34], [1.00, 1.49, -0.40], [-1.36, -0.17, 1.94], [0.06, -2.63, -0.71], [1.29, -1.39, -1.37], [0.31, -1.64, 2.11], [-0.77, 0.56, -0.66], [-2.51, 0.76, -0.82], [-0.48, -0.66, -2.92], [1.98, -1.18, -1.26], [2.17, -0.59, 1.74], [-0.14, 0.68, 2.53], [0.00, 0.45, 0.00], [-0.98, -3.86, 0.22], [2.49, 9.90, 0.13], [-0.82, -1.16, -0.29], [-1.47, -1.25, -0.06], [0.64, -0.60, 0.12], [0.59, -2.98, 0.28], [-0.55, -0.11, -0.37], [-0.23, -0.28, 0.13], [-0.02, 0.09, 0.22], [-0.16, 0.03, -0.10], [-0.11, -0.12, 0.02], [0.31, 0.15, 0.18], [-0.10, 0.06, -0.17], [0.19, 0.30, 0.06], [0.11, -0.18, -0.38], [0.12, -0.40, -0.05], [0.08, -0.12, 0.50], [-0.24, 1.55, -3.74], [-0.02, -3.48, 9.59], [0.54, 0.74, -1.15], [0.62, 1.43, -1.17], [-0.51, -0.41, -0.59], [-0.95, 0.05, -2.90], [0.57, 0.30, -0.15], [-0.01, 0.33, -0.24], [-0.17, 0.09, 0.11], [0.16, 0.10, 0.02], [0.03, 0.12, -0.11], [-0.29, -0.20, 0.16], [0.20, 0.00, 0.03], [-0.10, -0.17, 0.30], [0.24, -0.25, -0.26], [-0.08, -0.07, -0.41], [-0.04, -0.41, -0.27], [1.08, 3.45, 1.71], [-2.54, -9.22, -3.72], [0.63, 1.34, -0.01], [1.51, 1.52, -0.43], [-0.70, 0.18, 0.77], [-0.12, 2.21, 1.96], [0.23, 0.43, -0.41], [0.30, 0.24, 0.14], [0.13, -0.16, 0.10], [0.09, 0.08, -0.13], [0.42, 0.16, -0.04], [-0.16, -0.24, 0.16], [-0.05, 0.06, -0.16], [-0.14, -0.34, -0.04], [-0.28, 0.30, -0.12], [-0.09, 0.31, 0.23]],
  "total_charge": 0
}

***

Record 2
{
  "formula": "C19H39NO8",
  "method": "ωB97M-V/def2-TZVPD",
  "species": ["O", "C", "O", "N", "C", "C", "C", "O", "H", "H", "H", "H", "H", "H", "H", "H", "H", "C", "C", "C", "O", "H", "H", "H", "H", "H", "H", "C", "C", "C", "O", "H", "H", "H", "H", "H", "H", "C", "C", "C", "O", "H", "H", "H", "H", "H", "H", "C", "C", "C", "O", "H", "H", "H", "H", "H", "H", "C", "C", "C", "O", "H", "H", "H", "H", "H", "H"],
  "coordinates": [[0.725, 1.130, -3.357], [0.398, 0.064, -2.573], [1.114, -1.186, -2.856], [-0.626, 0.318, -1.498], [-0.941, -0.892, -0.656], [-0.307, -0.752, 0.880], [1.356, -0.604, 0.796], [1.641, 0.837, 1.062], [0.461, -1.953, -3.021], [-1.474, 0.821, -1.840], [-0.699, -1.927, -1.143], [-2.124, -0.883, -0.490], [-0.721, 0.269, 1.337], [-0.612, -1.692, 1.526], [1.805, -1.265, 1.671], [1.769, -0.924, -0.254], [2.089, 1.252, 0.267], [-3.112, 3.638, 0.010], [-3.921, 3.171, -1.171], [-5.403, 3.435, -1.144], [-3.392, 2.596, -2.120], [-2.060, 3.381, -0.147], [-3.195, 4.724, 0.111], [-3.462, 3.143, 0.919], [-5.588, 4.511, -1.094], [-5.855, 2.931, -0.286], [-5.858, 3.043, -2.060], [5.364, -1.185, -4.431], [5.552, -1.207, -2.937], [4.690, -0.286, -2.116], [6.379, -1.948, -2.408], [6.053, -1.900, -4.893], [4.341, -1.475, -4.680], [5.583, -0.187, -4.819], [3.636, -0.535, -2.263], [4.878, 0.752, -2.401], [4.935, -0.409, -1.056], [-1.023, -3.182, 5.190], [-2.069, -2.689, 4.226], [-3.412, -3.367, 4.252], [-1.834, -1.766, 3.447], [-0.105, -2.601, 5.058], [-1.374, -3.054, 6.217], [-0.803, -4.234, 4.992], [-3.870, -3.246, 5.238], [-3.298, -4.427, 4.013], [-4.066, -2.906, 3.504], [-0.262, 6.244, -1.097], [-1.519, 6.595, -1.848], [-1.367, 7.097, -3.259], [-2.627, 6.476, -1.328], [-0.524, 5.896, -0.093], [0.270, 5.443, -1.617], [0.375, 7.127, -1.006], [-0.885, 6.334, -3.875], [-0.779, 8.018, -3.264], [-2.357, 7.310, -3.676], [3.059, -5.051, 2.525], [1.593, -4.836, 2.260], [0.685, -6.031, 2.369], [1.153, -3.725, 1.964], [3.592, -4.101, 2.410], [3.202, -5.410, 3.548], [3.465, -5.769, 1.809], [0.723, -6.435, 3.384], [0.985, -6.793, 1.645], [-0.344, -5.727, 2.151]],
  "forces_ev_per_a": [[-1.69, -6.76, 4.83], [0.33, 6.10, -3.79], [-3.15, 1.19, 0.85], [2.26, -3.38, -2.22], [-1.89, -0.19, 2.08], [0.60, -0.02, -1.12], [-1.21, 0.04, 0.61], [0.84, -0.94, -1.61], [1.21, 1.87, 0.68], [1.30, -0.27, 0.03], [-0.17, 2.03, 0.83], [2.48, -0.13, -0.47], [0.93, -2.42, -0.88], [0.62, 2.14, -1.44], [-0.72, 1.50, -2.03], [-0.76, 0.47, 2.09], [-0.90, -1.00, 1.38], [0.32, -0.18, -0.11], [0.74, -0.55, -0.94], [-0.11, -0.19, -0.49], [-0.57, 0.46, 1.04], [-0.21, 0.03, 0.01], [-0.10, -0.13, 0.09], [-0.07, 0.14, 0.02], [-0.01, -0.08, 0.21], [0.01, 0.22, 0.06], [0.12, 0.08, 0.19], [0.34, -0.36, -0.13], [1.06, -0.94, 0.74], [0.16, -0.13, 0.46], [-1.03, 0.90, -0.67], [-0.13, 0.15, 0.14], [0.00, 0.26, -0.03], [-0.25, -0.03, -0.01], [0.01, 0.21, -0.16], [-0.23, -0.05, -0.10], [-0.01, 0.00, -0.23], [0.39, 0.34, -0.13], [0.35, 1.27, -1.09], [-0.22, 0.27, -0.36], [-0.42, -1.25, 1.17], [-0.22, -0.12, -0.01], [-0.01, -0.23, -0.04], [-0.12, -0.01, 0.18], [0.06, -0.22, -0.02], [-0.05, 0.00, 0.23], [0.17, -0.09, 0.17], [-0.25, -0.15, 0.41], [-1.32, -0.16, 0.60], [-0.51, 0.05, -0.08], [1.28, 0.20, -0.64], [0.05, 0.08, -0.23], [0.11, 0.18, -0.04], [0.10, -0.13, -0.15], [0.15, 0.16, 0.05], [0.14, -0.16, -0.08], [0.22, -0.06, 0.12], [0.12, 0.49, -0.08], [-0.50, 1.49, -0.39], [-0.44, 0.24, -0.11], [0.49, -1.46, 0.40], [-0.15, -0.21, 0.01], [0.04, -0.18, -0.13], [-0.01, -0.10, 0.20], [0.13, -0.17, -0.13], [0.05, -0.08, 0.22], [0.23, -0.04, 0.03]],
  "total_charge": 0,
  "de_lowest_kcal_mol": 70.1
}

***

Record 3
{
  "formula": "C19H40BCl16FO3S",
  "method": "ωB97M-V/def2-TZVPD",
  "species": ["C", "C", "C", "O", "B", "S", "O", "O", "F", "H", "H", "H", "H", "H", "H", "H", "H", "Cl", "C", "C", "Cl", "H", "H", "H", "H", "Cl", "C", "C", "Cl", "H", "H", "H", "H", "Cl", "C", "C", "Cl", "H", "H", "H", "H", "Cl", "C", "C", "Cl", "H", "H", "H", "H", "Cl", "C", "C", "Cl", "H", "H", "H", "H", "Cl", "C", "C", "Cl", "H", "H", "H", "H", "Cl", "C", "C", "Cl", "H", "H", "H", "H", "Cl", "C", "C", "Cl", "H", "H", "H", "H"],
  "coordinates": [[1.868, -2.902, -1.839], [1.562, -1.636, -0.948], [0.013, -1.623, -0.650], [-0.589, -0.930, -1.770], [-1.892, -1.380, -2.106], [-3.040, -2.357, -0.973], [-2.946, -3.751, -1.311], [-2.907, -2.053, 0.421], [-4.542, -1.888, -1.404], [2.057, -2.646, -2.899], [1.047, -3.650, -1.841], [2.745, -3.415, -1.383], [1.856, -0.694, -1.484], [2.090, -1.722, 0.020], [-0.179, -1.008, 0.258], [-0.279, -2.683, -0.534], [-2.305, -1.110, -3.185], [2.316, -0.133, -3.601], [4.008, 0.381, -3.826], [4.661, -0.307, -4.999], [4.910, -2.048, -4.704], [4.545, 0.188, -2.899], [3.992, 1.459, -3.992], [5.647, 0.128, -5.177], [4.068, -0.200, -5.906], [1.924, 1.482, 2.233], [2.155, 0.379, 3.618], [2.478, -1.044, 3.206], [1.099, -1.860, 2.428], [1.254, 0.422, 4.227], [2.983, 0.781, 4.202], [2.732, -1.629, 4.090], [3.320, -1.083, 2.517], [-0.545, -6.475, -2.013], [-2.234, -6.655, -2.551], [-2.759, -8.051, -2.322], [-1.976, -9.252, -3.383], [-2.285, -6.376, -3.602], [-2.824, -5.940, -1.980], [-3.826, -8.084, -2.542], [-2.614, -8.369, -1.291], [-0.114, 3.472, -0.065], [-1.816, 3.361, -0.602], [-2.385, 1.986, -0.356], [-1.613, 0.735, -1.390], [-1.854, 3.634, -1.656], [-2.388, 4.106, -0.034], [-3.455, 1.982, -0.576], [-2.249, 1.676, 0.678], [-2.485, 8.076, 1.388], [-4.184, 7.965, 0.867], [-4.762, 6.590, 1.101], [-4.032, 5.365, 0.031], [-4.234, 8.247, -0.183], [-4.742, 8.701, 1.446], [-5.831, 6.597, 0.891], [-4.618, 6.263, 2.131], [-3.414, 3.576, 2.396], [-3.562, 2.909, 4.040], [-4.375, 3.798, 4.949], [-3.540, 5.329, 5.320], [-2.558, 2.749, 4.429], [-4.047, 1.941, 3.942], [-4.549, 3.293, 5.899], [-5.342, 4.041, 4.510], [-2.490, 0.031, 3.539], [-2.253, -1.571, 4.280], [-2.058, -1.486, 5.775], [-0.508, -0.720, 6.213], [-1.403, -2.045, 3.792], [-3.144, -2.157, 4.057], [-2.046, -2.489, 6.202], [-2.858, -0.922, 6.252], [7.267, 1.471, -4.329], [8.926, 0.820, -4.265], [9.071, -0.263, -3.224], [8.929, 0.374, -1.566], [9.606, 1.649, -4.079], [9.145, 0.415, -5.253], [10.056, -0.721, -3.304], [8.321, -1.043, -3.350]],
  "forces_ev_per_a": [[0.46, 0.17, 0.43], [-1.06, -0.75, -0.28], [2.50, 1.15, 0.54], [0.09, -7.45, -2.01], [1.84, 2.05, -0.73], [-0.63, -1.28, 1.54], [-0.15, 0.61, -0.62], [-0.25, 0.57, -0.54], [1.42, -0.16, 0.12], [0.11, -0.18, 0.72], [0.30, 0.50, 0.16], [-0.39, 0.22, -0.72], [-0.40, -1.04, 1.06], [-0.23, 0.14, -0.63], [-0.21, -0.53, -0.57], [-0.43, 0.70, -0.07], [-0.12, -0.46, 0.05], [0.14, 0.43, -0.71], [0.11, 0.10, -0.02], [0.03, 0.14, -0.26], [0.00, -0.04, 0.03], [-0.05, -0.07, -0.05], [0.00, -0.05, -0.06], [-0.43, -0.26, 0.03], [-0.08, -0.10, 0.11], [-0.04, -0.21, 0.01], [0.05, -0.02, 0.08], [0.15, 0.19, 0.15], [-0.08, -0.05, 0.27], [-0.01, -0.06, -0.11], [0.02, -0.07, -0.05], [-0.06, 0.06, 0.01], [-0.10, 0.06, -0.05], [0.05, 0.01, -0.02], [-0.23, 0.05, 0.01], [-0.09, 0.07, 0.06], [0.02, -0.04, 0.01], [0.08, -0.09, 0.03], [0.05, -0.06, 0.02], [0.05, 0.05, -0.05], [0.09, 0.01, -0.07], [-0.02, 0.02, -0.07], [-0.15, 0.10, 0.18], [-0.57, 0.43, -0.53], [-2.48, 4.83, 2.51], [0.07, -0.08, 0.03], [0.82, -0.63, -0.22], [0.02, 0.12, 0.03], [0.13, -0.09, -0.11], [0.01, -0.03, -0.03], [-0.07, 0.08, -0.03], [-0.26, 0.09, 0.13], [-0.71, 0.82, -0.22], [0.06, -0.07, 0.03], [0.00, -0.09, 0.04], [0.05, 0.04, -0.06], [0.15, -0.04, -0.08], [-0.06, -0.04, 0.42], [-0.04, 0.04, 0.20], [-0.07, -0.09, -0.01], [-0.03, 0.06, -0.05], [-0.04, 0.08, -0.02], [-0.11, 0.12, 0.05], [0.07, -0.01, -0.04], [0.08, 0.04, -0.03], [0.23, -0.27, -0.04], [-0.02, -0.25, -0.05], [-0.16, -0.10, -0.03], [0.01, 0.05, 0.03], [0.02, 0.12, 0.03], [0.00, 0.06, 0.05], [0.05, 0.01, -0.08], [0.09, 0.06, -0.04], [0.40, 0.37, 0.20], [0.24, -0.08, -0.07], [0.02, -0.12, -0.06], [-0.04, 0.01, 0.00], [-0.11, 0.00, 0.08], [-0.06, -0.05, 0.05], [-0.01, 0.08, -0.03], [-0.03, 0.10, 0.02]],
  "total_charge": 0
}

***

Number 1: lowest unoccupied orbital energy -3.14 eV. Number 2: lowest unoccupied orbital energy 0.38 eV. Number 3: lowest unoccupied orbital energy 0.14 eV.